No. 1
{"formula": "C8H5Cl2F3O", "method": "wB97M-V/def2-TZVPD", "symbols": ["C", "C", "C", "C", "C", "C", "C", "C", "O", "F", "F", "F", "Cl", "Cl", "H", "H", "H", "H", "H"], "xyz": [[-1.442, -0.130, 0.515], [0.529, 1.069, -0.403], [0.613, -1.187, 0.241], [-0.845, 1.022, -0.123], [-0.637, -1.251, 0.824], [1.189, -0.114, -0.290], [-1.395, 3.272, -0.982], [1.869, -3.544, 0.903], [-1.659, 2.084, -0.295], [-1.141, -2.344, 1.420], [2.443, -0.056, -0.921], [1.604, -3.588, 2.200], [3.537, -3.279, 0.491], [0.940, -4.629, 0.045], [-2.512, -0.117, 0.740], [1.040, 1.925, -0.756], [-0.835, 3.971, -0.391], [-2.489, 3.718, -1.183], [-0.810, 3.179, -2.036]], "atomic_forces_ev_per_a": [[0.4652, 0.2598, -0.0884], [-2.3070, 0.0693, 0.1498], [0.8384, -3.2134, 1.6671], [0.4572, -0.3930, 1.0711], [-0.5803, 1.8602, -1.8344], [2.2232, 0.8857, -1.6146], [-1.1638, 0.6541, -2.9984], [0.0424, 1.9180, 0.0814], [-0.9237, -0.6405, 0.2571], [0.3440, 0.4975, -0.1765], [-1.0625, -0.9395, 1.2353], [0.4870, 0.0850, -0.0084], [-0.7645, -0.3325, 0.3020], [-0.2338, -0.7842, -0.7028], [0.4165, 0.0637, 0.0254], [0.2240, 0.7268, -0.4503], [0.3128, 0.3488, 0.4730], [2.6501, -0.8485, 0.2801], [-1.4252, -0.2174, 2.3315]], "spin_multiplicity": 1, "total_energy_ev": -43616.2512, "molar_mass_g_mol": 245.03, "gap_ev": [7.615, 8.474], "homo_ev": [-8.78, -8.99]}

***

No. 2
{"formula": "C3H11NOS2", "method": "wB97M-V/def2-TZVPD", "symbols": ["C", "S", "S", "C", "H", "H", "H", "H", "H", "H", "N", "C", "O", "H", "H", "H", "H", "H"], "xyz": [[0.563, -0.195, -2.789], [0.082, 1.496, -2.360], [0.108, 1.201, -0.295], [-0.445, 2.844, 0.179], [1.485, -0.425, -2.268], [-0.231, -0.883, -2.512], [0.694, -0.223, -3.864], [-1.301, 3.157, -0.413], [-0.738, 2.787, 1.223], [0.345, 3.579, 0.062], [0.008, -1.170, 2.703], [-0.461, -1.865, 1.544], [0.610, -2.095, 0.614], [0.801, -1.662, 3.098], [0.350, -0.255, 2.429], [-0.867, -2.830, 1.852], [-1.238, -1.273, 1.063], [0.235, -2.188, -0.266]], "atomic_forces_ev_per_a": [[-0.2574, 0.3544, 0.2303], [0.0356, -0.0281, -0.0418], [-0.0483, -0.0238, -0.0134], [0.0077, 0.1473, -0.1144], [0.1683, -0.2126, -0.0956], [-0.0160, -0.1203, 0.0386], [0.1383, -0.0118, -0.1190], [-0.1423, -0.0863, 0.0004], [-0.0169, 0.0041, 0.1071], [0.1174, 0.0233, 0.0215], [0.0955, 0.1114, -0.1335], [0.1963, -0.0775, 0.0041], [-0.0368, 0.0406, -0.0186], [-0.0569, -0.0621, 0.0769], [-0.0247, -0.0317, 0.0206], [-0.0803, -0.0272, 0.0400], [-0.0937, 0.0379, 0.0145], [0.0142, -0.0377, -0.0177]], "spin_multiplicity": 1, "smiles": "CSSC.NCO", "total_energy_ev": -28497.0755, "molar_mass_g_mol": 141.26, "gap_ev": 8.475, "homo_ev": -8.00}

***

No. 3
{"formula": "C2H4NO3", "method": "wB97M-V/def2-TZVPD", "symbols": ["C", "C", "N", "O", "O", "O", "H", "H", "H", "H"], "xyz": [[0.490, 1.159, -0.020], [-0.201, -2.017, 0.413], [-0.723, 1.420, 0.068], [1.217, 1.510, -1.000], [-1.903, 1.359, 0.165], [0.509, -1.114, 0.043], [1.100, 1.013, 0.924], [-0.612, -2.898, -0.237], [-0.584, -2.154, 1.493], [0.707, 1.721, -1.850]], "atomic_forces_ev_per_a": [[2.5722, 0.1858, 2.3411], [-1.3150, -1.9520, 0.7319], [-4.9186, 0.9079, 1.1756], [0.1670, 0.4781, -3.5629], [2.5579, -0.3892, -0.4257], [-0.4657, -0.8512, -0.0978], [-1.3132, -0.1628, -0.7911], [0.9780, 1.5809, 0.4012], [0.7228, 0.6109, -1.1179], [1.0146, -0.4084, 1.3457]], "spin_multiplicity": 1, "total_energy_ev": -9758.0419, "charge": 1, "molar_mass_g_mol": 90.06, "gap_ev": [6.831, 6.833], "homo_ev": [-14.78, -14.78]}

***

No. 4
{"formula": "C22H30IN2O10PPdS", "method": "wB97M-V/def2-TZVPD", "symbols": ["Pd", "C", "C", "N", "C", "C", "C", "O", "C", "C", "N", "C", "C", "C", "C", "C", "C", "I", "C", "O", "H", "H", "H", "H", "H", "H", "H", "H", "H", "H", "H", "H", "O", "S", "O", "O", "O", "C", "C", "C", "C", "O", "P", "O", "O", "O", "C", "C", "C", "C", "H", "H", "H", "H", "H", "H", "H", "H", "H", "H", "H", "H", "H", "H", "H", "H", "H", "H"], "xyz": [[-0.023, -0.764, 1.149], [-1.197, -1.498, -3.301], [-2.271, -1.665, -2.275], [-3.517, -1.768, -2.658], [-4.490, -1.904, -1.725], [-4.247, -1.948, -0.383], [-5.393, -2.150, 0.562], [-5.593, -0.971, 1.341], [-2.907, -1.824, 0.070], [-2.601, -2.043, 1.455], [-1.455, -1.889, 2.024], [-1.241, -2.454, 3.319], [-1.917, -3.609, 3.715], [-1.717, -4.128, 4.985], [-0.828, -3.503, 5.849], [-0.128, -2.382, 5.422], [-0.298, -1.854, 4.146], [0.753, -0.023, 3.561], [-1.873, -1.685, -0.880], [-0.620, -1.653, -0.606], [-1.656, -1.301, -4.268], [-0.585, -2.403, -3.368], [-0.548, -0.671, -3.003], [-5.504, -1.982, -2.102], [-5.197, -3.004, 1.224], [-6.290, -2.388, -0.020], [-6.133, -1.192, 2.105], [-3.404, -2.436, 2.073], [-2.563, -4.132, 3.021], [-2.238, -5.029, 5.286], [-0.665, -3.901, 6.844], [0.577, -1.904, 6.095], [1.707, 4.210, 2.576], [0.857, 3.102, 3.021], [-0.259, 2.824, 2.111], [1.777, 1.832, 2.996], [0.405, 3.260, 4.411], [2.462, -1.503, -1.950], [3.072, -0.209, -2.478], [2.936, -0.156, -3.999], [4.536, -0.115, -2.061], [2.445, 0.981, -1.997], [1.227, 1.185, -0.933], [-0.077, 1.142, -1.633], [1.490, 0.211, 0.213], [1.610, 2.597, -0.355], [1.615, 3.894, -0.977], [0.825, 4.797, -0.040], [3.080, 4.312, -1.036], [1.002, 3.890, -2.374], [2.912, -2.344, -2.485], [1.382, -1.524, -2.096], [2.644, -1.615, -0.883], [3.372, -1.045, -4.462], [3.439, 0.731, -4.390], [1.879, -0.099, -4.266], [5.102, -0.976, -2.426], [4.600, -0.084, -0.972], [4.983, 0.799, -2.459], [1.123, 4.616, 0.996], [-0.239, 4.568, -0.113], [0.988, 5.847, -0.305], [3.501, 4.289, -0.030], [3.172, 5.325, -1.439], [3.639, 3.621, -1.670], [-0.019, 3.516, -2.343], [1.575, 3.262, -3.059], [1.005, 4.917, -2.750]], "atomic_forces_ev_per_a": [[0.4070, -0.2993, 0.0503], [-0.0064, 0.0212, -0.0114], [0.0139, -0.0170, 0.0639], [0.0072, 0.0282, -0.0234], [0.0062, -0.0288, 0.0030], [-0.0016, 0.0012, -0.0102], [0.0002, 0.0207, 0.0229], [0.0110, -0.0227, 0.0099], [0.0022, 0.0472, 0.0886], [-0.0042, -0.0501, -0.0444], [0.0629, 0.2334, -0.0523], [0.0188, 0.0064, -0.0205], [0.0253, -0.0186, 0.0117], [0.0107, 0.0062, -0.0179], [0.0012, -0.0004, 0.0157], [0.0061, -0.0205, -0.0171], [-0.1424, -0.1084, 0.1196], [-0.0468, 0.3075, -0.3529], [0.0557, -0.1224, -0.0424], [-0.1000, 0.3303, 0.0244], [0.0107, -0.0212, 0.0035], [0.0201, 0.0248, 0.0340], [-0.0205, 0.0341, -0.0099], [0.0004, 0.0109, -0.0024], [-0.0160, -0.0265, -0.0229], [-0.0042, 0.0347, -0.0071], [0.0029, 0.0028, 0.0024], [0.0326, -0.0541, 0.0014], [-0.0182, 0.0168, -0.0040], [0.0038, -0.0008, 0.0060], [0.0004, -0.0045, -0.0019], [-0.0027, -0.0044, 0.0039], [0.2729, -0.1064, 0.6467], [-0.2601, -0.4118, 0.3865], [0.1105, 0.0774, 0.1255], [0.0140, -0.0120, -0.0540], [0.0741, 0.0396, -0.0761], [-0.0274, 0.0076, 0.0296], [-0.0757, 0.0472, -0.0291], [0.0001, -0.0137, -0.0154], [0.0114, -0.0270, -0.0040], [0.1445, -0.0247, 0.1333], [-0.0738, 0.4112, -0.0766], [0.0083, -0.2141, -0.0714], [-0.3307, -0.3487, 0.1682], [0.0827, -0.2613, -0.1057], [-0.1665, 0.2570, 0.0513], [-0.1870, 0.0481, -0.4045], [0.0288, -0.0357, 0.0425], [0.0564, -0.0366, -0.0313], [-0.0049, -0.0035, 0.0053], [-0.0050, 0.0039, -0.0059], [0.0006, 0.0032, 0.0045], [0.0286, 0.0086, -0.0037], [-0.0290, 0.0126, 0.0097], [-0.0028, -0.0196, 0.0087], [0.0010, -0.0039, -0.0076], [-0.0025, 0.0012, -0.0001], [-0.0101, 0.0003, 0.0080], [0.0358, 0.2421, -0.3986], [-0.0230, -0.0075, -0.0463], [0.0034, 0.0561, -0.0779], [-0.0324, 0.0125, 0.0172], [-0.0063, -0.0004, -0.0080], [0.0199, -0.0101, -0.0201], [-0.0059, 0.0113, 0.0101], [0.0127, -0.0209, -0.0331], [0.0011, -0.0086, 0.0021]], "spin_multiplicity": 1, "total_energy_ev": -78465.5707, "charge": -2, "molar_mass_g_mol": 778.85, "gap_ev": 5.918, "homo_ev": -2.00}

***

No. 5
{"formula": "CH14N2O4", "method": "wB97M-V/def2-TZVPD", "symbols": ["N", "C", "N", "H", "H", "H", "H", "H", "H", "O", "H", "H", "O", "H", "H", "O", "H", "H", "O", "H", "H"], "xyz": [[-0.958, -0.905, -2.621], [-1.050, 0.265, -1.790], [-0.889, 0.087, -0.331], [-1.753, -1.522, -2.563], [-0.087, -1.407, -2.496], [-2.096, 0.600, -1.896], [-0.478, 1.119, -2.150], [-0.239, -0.685, -0.243], [-1.761, -0.252, 0.059], [0.512, 0.260, 3.437], [0.028, 0.935, 3.930], [1.081, 0.788, 2.857], [-0.960, 2.259, 1.249], [-0.953, 3.169, 0.903], [-0.627, 1.808, 0.418], [1.413, -1.545, 1.210], [0.986, -1.132, 1.981], [0.755, -2.210, 0.983], [2.215, -0.649, -1.263], [1.951, -0.998, -0.398], [2.909, 0.014, -1.274]], "atomic_forces_ev_per_a": [[0.6856, 0.2053, -0.2556], [-2.2370, 0.2416, 0.1847], [0.5331, -0.5520, -0.8629], [0.0358, 0.0013, 0.1998], [-0.0164, 0.0242, -0.0903], [0.2879, 0.1324, -0.1391], [0.6142, -0.4658, -0.0068], [0.2526, 0.2846, 0.3895], [-0.0438, 0.1033, 0.0507], [0.4009, 0.2714, -0.1140], [-0.1124, -0.2495, -0.1775], [-0.2520, -0.0340, 0.1107], [0.7338, 0.8949, -1.5866], [-0.2211, -0.0662, 0.7380], [-0.5895, -0.5951, 1.3716], [-0.6053, -0.2534, 0.4467], [0.2577, 0.2352, -0.0377], [0.1791, -0.3267, -0.1002], [-0.5898, -0.3872, -1.1519], [0.8159, 0.7591, 0.3071], [-0.1290, -0.2233, 0.7235]], "spin_multiplicity": 1, "smiles": "NCN.O.O.O.O", "total_energy_ev": -12434.2021, "molar_mass_g_mol": 118.13, "gap_ev": 9.719, "homo_ev": -9.11}

***

No. 6
{"formula": "C9H13N4", "method": "wB97M-V/def2-TZVPD", "symbols": ["C", "C", "C", "C", "C", "C", "C", "C", "C", "N", "N", "N", "N", "H", "H", "H", "H", "H", "H", "H", "H", "H", "H", "H", "H", "H"], "xyz": [[-0.013, -2.284, -0.014], [-0.631, -1.862, -1.184], [0.323, -0.230, 1.210], [-1.632, -2.410, -3.170], [-1.903, -1.039, -3.409], [1.945, 1.422, 0.524], [0.860, 1.493, 2.818], [-0.507, 2.016, 0.781], [0.653, 1.146, 1.319], [-1.023, -2.789, -2.095], [-1.472, -0.195, -2.506], [-0.864, -0.554, -1.465], [0.436, -1.473, 0.990], [0.137, -3.338, 0.126], [-1.924, -3.177, -3.876], [-2.427, -0.661, -4.269], [2.200, 2.473, 0.619], [2.774, 0.831, 0.906], [1.801, 1.191, -0.528], [1.657, 0.894, 3.252], [1.132, 2.542, 2.885], [-0.054, 1.334, 3.384], [-0.235, 3.062, 0.892], [-0.677, 1.800, -0.270], [-1.423, 1.834, 1.334], [0.867, -2.026, 1.744]], "atomic_forces_ev_per_a": [[-0.2252, -0.7308, -0.5983], [-1.5971, 0.9223, -2.9708], [0.6898, -0.5839, -1.6568], [-0.5315, 0.7746, -0.8996], [0.3963, -1.8373, 0.4462], [0.0557, -0.6016, -0.2222], [0.1546, 0.0035, -0.1337], [0.1018, -0.0455, -0.2556], [-0.7424, 1.4696, 1.1251], [0.7868, -1.2257, 1.4685], [-1.1680, 2.2601, -1.7851], [1.9839, -0.5853, 3.5766], [0.1092, 0.0067, 1.7433], [0.0806, -0.1566, 0.0941], [-0.0146, -0.0784, -0.0594], [-0.0679, 0.1016, -0.1062], [-0.1450, 0.1149, 0.1170], [0.0863, -0.0212, 0.0351], [-0.0018, 0.0122, -0.1155], [0.1015, -0.0205, 0.0697], [0.0310, 0.1176, 0.0646], [-0.0865, -0.0019, 0.0486], [0.0407, 0.0970, 0.0562], [-0.0555, 0.0063, -0.0545], [-0.0742, -0.0133, 0.0604], [0.0914, 0.0156, -0.0477]], "spin_multiplicity": 1, "total_energy_ev": -15492.1383, "charge": 1, "molar_mass_g_mol": 177.23, "gap_ev": [7.886, 5.986], "homo_ev": [-12.49, -12.29]}